# 1
Entry from the OMol25 dataset: C12H16F6N3O7PTa as an isolated structure (wB97M-V/def2-TZVPD).

XYZ file:
```
46
Properties=species:S:1:pos:R:3:lowdin_spin:R:1
Ta 0.45 -1.02 0.00 -0.0181
O -1.45 -0.10 -3.69 -0.0002
C -1.14 -0.26 -2.46 -0.0003
O 0.01 -0.21 -1.98 0.0007
C -2.26 -0.48 -1.51 -0.0001
C -3.61 -0.54 -1.81 0.0000
C -4.50 -0.74 -0.75 -0.0003
C -4.01 -0.86 0.55 0.0000
C -2.64 -0.80 0.74 0.0001
N -1.79 -0.61 -0.27 0.0014
C -1.86 -0.95 2.00 -0.0003
O -2.33 -1.06 3.18 -0.0005
O -0.61 -0.97 1.86 0.0003
H -0.70 0.04 -4.30 0.0000
H -3.96 -0.43 -2.83 0.0000
H -5.56 -0.80 -0.94 0.0000
H -4.70 -1.02 1.37 0.0000
H -3.30 -1.03 3.29 0.0000
C 0.83 4.79 0.58 0.0099
C 0.67 3.37 0.17 0.0727
N -0.16 2.91 -0.78 0.2275
O -0.74 3.75 -1.57 0.2439
C 1.42 2.33 0.81 -0.0452
C 2.53 2.64 1.75 -0.0140
N 1.09 1.06 0.53 0.2604
O 1.77 0.10 1.10 0.2619
H 0.13 5.48 0.12 -0.0001
H 1.85 5.14 0.37 0.0057
H 0.69 4.87 1.66 0.0026
H -0.43 4.68 -1.44 0.0008
H 3.20 3.38 1.31 -0.0033
H 3.10 1.76 2.02 -0.0002
H 2.13 3.08 2.66 -0.0049
F -0.10 -2.57 -0.94 -0.0018
P 0.92 -4.93 0.83 0.0000
F 1.27 -2.40 1.03 -0.0003
F 1.84 -4.41 -0.22 0.0000
F -0.35 -4.22 1.20 0.0000
F 0.47 -6.25 0.31 0.0000
F 1.69 -5.08 2.09 0.0000
C 3.70 -1.25 -0.76 0.0014
O 2.26 -1.18 -1.16 -0.0003
H 4.06 -2.24 -0.99 0.0001
H 3.74 -1.06 0.31 0.0004
H 4.23 -0.49 -1.32 0.0000
H 2.18 -1.46 -2.08 0.0000
```

The value obtained for the energy above the lowest of the compared OMol25 structures with the same formula, charge and spin is 0.0 kcal/mol. The calculation puts the orbital gap (alpha / beta) at 8.373 / 7.205 eV. For the energy, the calculation gives -58614.398 eV. As for the charge: +4. Its spin multiplicity is 2.


# 2
Entry from the OMol25 dataset: one molecule with the formula C12H16FN3O (wB97M-V/def2-TZVPD).

XYZ file:
```
33
Properties=species:S:1:pos:R:3:lowdin_charge:R:1
N -2.47 -1.88 -0.89 0.1728
C -3.47 -1.00 -0.73 -0.5563
O -4.64 -1.31 -0.61 0.0511
C -2.99 0.45 -0.75 -0.1142
N -1.66 0.56 -0.17 -0.1927
C -0.97 1.79 -0.56 -0.1559
C 0.25 1.98 0.36 -0.1341
N 0.73 0.72 0.86 -0.0919
C 1.78 0.02 0.30 -0.1648
C 2.39 -1.01 1.03 -0.0273
C 3.46 -1.72 0.54 -0.0973
C 3.99 -1.43 -0.70 -0.1007
C 3.43 -0.42 -1.45 -0.0224
C 2.34 0.28 -0.96 -0.1943
F 1.83 1.24 -1.78 0.0369
C -0.23 0.06 1.71 -0.1332
C -1.66 0.41 1.27 -0.1576
H -2.66 -2.87 -0.89 0.1139
H -1.52 -1.55 -0.93 0.0964
H -3.74 1.09 -0.25 0.1349
H -2.93 0.76 -1.80 0.1351
H -1.63 2.67 -0.49 0.1232
H -0.65 1.67 -1.60 0.1158
H 1.03 2.53 -0.16 0.1228
H -0.04 2.58 1.23 0.1241
H 2.02 -1.23 2.02 0.1063
H 3.89 -2.51 1.15 0.1020
H 4.84 -1.99 -1.09 0.0994
H 3.80 -0.16 -2.43 0.1172
H -0.09 -1.02 1.63 0.1148
H -0.08 0.35 2.76 0.1254
H -2.01 1.33 1.78 0.1257
H -2.33 -0.40 1.55 0.1249
```

As for the SMILES: NC(=O)CN1CCN(c2ccccc2F)CC1. The calculation puts the orbital gap at 8.640 eV. For the energy, the calculation gives -21939.030 eV.


# 3
Entry from the OMol25 dataset: a 2-piece molecular cluster, C12H16N2 overall (wB97M-V/def2-TZVPD).

XYZ file:
```
30
Properties=species:S:1:pos:R:3:lowdin_charge:R:1
C 1.48 -1.55 1.12 -0.0344
C 0.23 -1.35 1.89 -0.3642
C -0.86 -2.15 1.96 -0.0769
N -1.72 -1.54 2.85 0.0422
C -1.15 -0.35 3.17 -0.2076
N 0.04 -0.22 2.64 0.1023
H 1.67 -0.92 0.26 0.0346
H 1.56 -2.59 0.77 0.0818
H 2.34 -1.36 1.77 0.0861
H -0.92 -3.18 1.63 0.1135
H -2.72 -1.67 2.88 0.1425
H -1.60 0.32 3.88 0.1137
C -2.30 1.37 -2.15 -0.0852
C -1.56 0.64 -0.98 -0.1985
C -0.06 0.72 -1.06 -0.2692
C 0.59 0.13 -2.14 -0.0545
C 1.95 0.28 -2.29 -0.0917
C 2.71 0.98 -1.36 -0.0978
C 2.06 1.46 -0.24 -0.1041
C 0.67 1.42 -0.13 -0.0639
H -2.97 0.68 -2.66 0.0659
H -1.60 1.80 -2.86 0.0673
H -2.98 2.12 -1.73 0.0629
H -1.95 1.03 -0.05 0.0972
H -1.84 -0.42 -1.03 0.1052
H -0.05 -0.37 -2.86 0.1161
H 2.42 -0.15 -3.18 0.1014
H 3.78 1.09 -1.41 0.0993
H 2.59 1.91 0.59 0.1084
H 0.19 1.88 0.73 0.1079
```

The value obtained for the energy above the lowest of the compared OMol25 structures with the same formula, charge and spin is 10.7 kcal/mol. As for the SMILES: Cc1c[nH]cn1.CCc1ccccc1. The calculation puts the orbital gap at 9.410 eV. For the energy, the calculation gives -15683.634 eV.


# 4
Entry from the OMol25 dataset: C12H16N2O2 as an isolated structure (wB97M-V/def2-TZVPD).

XYZ file:
```
32
Properties=species:S:1:pos:R:3:lowdin_charge:R:1
O -0.57 -0.94 3.14 0.0695
C -0.10 -0.43 2.14 -0.6352
N -0.43 0.85 2.09 0.1442
C -0.09 1.92 1.02 -0.0445
C 0.12 1.65 -0.45 -0.0640
C 0.23 2.72 -1.29 -0.1389
C 0.34 4.08 -0.92 -0.0337
C 0.50 4.27 0.57 -0.0720
C 0.18 3.33 1.51 -0.0475
H 0.01 3.52 2.46 0.0395
H 0.50 5.30 1.07 0.1186
H 0.82 4.77 -1.40 0.0211
H 0.45 2.39 -2.43 0.1503
H -0.30 0.61 -0.53 0.1005
H -0.80 1.39 2.85 0.1324
C 0.73 -0.81 1.13 -0.1052
N 0.08 -1.37 -0.18 -0.1145
C 0.95 -1.79 -1.10 -0.3021
C 0.22 -2.37 -2.19 -0.4099
H -0.46 -1.31 -2.61 0.1818
O -0.65 -3.21 -1.95 -0.0672
C -1.76 -2.71 -0.82 0.0833
C -0.89 -2.46 0.43 -0.0209
H -0.46 -3.27 0.75 0.0721
H -1.28 -2.17 1.29 0.0603
H -2.19 -2.04 -1.26 0.0186
H -2.25 -3.63 -0.91 0.1092
H 0.83 -2.71 -2.91 0.0991
H 1.51 -2.62 -0.74 0.1322
H 1.63 -1.06 -1.37 0.1238
H 1.42 -1.76 1.78 0.2148
H 1.70 -0.13 0.82 0.1843
```

The value obtained for the energy above the lowest of the compared OMol25 structures with the same formula, charge and spin is 247.0 kcal/mol. The calculation puts the orbital gap at 8.962 eV. For the energy, the calculation gives -19768.781 eV.


# 5
Entry from the OMol25 dataset: one molecule with the formula C12H16N2O3 (wB97M-V/def2-TZVPD).

XYZ file:
```
33
Properties=species:S:1:pos:R:3:lowdin_charge:R:1
C 4.09 -1.59 -0.07 -0.1257
C 2.51 -1.33 -0.06 -0.2476
C 2.08 -0.11 -0.98 -0.1817
C 1.69 1.18 -0.14 -0.1868
N 0.56 0.98 0.78 0.0257
C -0.76 1.12 0.14 -0.4069
C -1.71 -0.13 0.09 -0.0835
C -2.64 -0.34 -1.05 0.0279
C -3.45 -1.54 -0.88 -0.0590
C -3.36 -2.47 0.23 -0.1371
N -2.49 -2.25 1.25 0.0415
C -1.75 -1.13 1.15 -0.1154
C -1.55 2.04 1.22 -0.0832
O -0.88 3.26 0.92 0.0361
C -1.06 3.33 -0.48 -0.4585
O -1.30 4.30 -1.09 0.2101
O -0.92 2.00 -0.97 0.0631
H 4.28 -2.67 0.19 0.0711
H 4.54 -1.34 -1.07 0.0663
H 4.62 -0.97 0.70 0.0729
H 2.04 -2.26 -0.49 0.1026
H 2.23 -1.20 1.01 0.0941
H 3.02 0.19 -1.54 0.1017
H 1.33 -0.37 -1.76 0.1066
H 1.61 2.10 -0.78 0.1241
H 2.60 1.37 0.52 0.1257
H 0.60 0.08 1.26 0.0875
H -2.72 0.36 -1.91 0.1147
H -4.20 -1.77 -1.68 0.0982
H -4.02 -3.37 0.28 0.1101
H -1.06 -0.93 2.01 0.1155
H -1.28 1.52 2.18 0.1420
H -2.64 1.96 1.01 0.1479
```

The value obtained for the energy above the lowest of the compared OMol25 structures with the same formula, charge and spin is 87.1 kcal/mol. As for the SMILES: CCCCN[C@@]1(c2cccnc2)COC(=O)O1. The calculation puts the orbital gap at 9.592 eV. For the energy, the calculation gives -21823.766 eV.


# 6
Entry from the OMol25 dataset: one molecule with the formula C12H16N4O2 (wB97M-V/def2-TZVPD).

XYZ file:
```
34
Properties=species:S:1:pos:R:3:lowdin_charge:R:1
C -0.56 -2.34 -0.04 0.0527
C 0.75 -1.41 0.50 -0.2602
C 1.91 -2.44 0.56 -0.0693
N 2.37 -2.77 -0.67 0.0912
N 1.71 -1.84 -1.48 -0.0532
C 1.22 -0.64 -0.78 -0.3518
C 2.46 0.21 -0.63 0.0037
C 0.13 0.36 -1.35 -0.2354
O 0.19 0.70 -2.53 0.0939
C -0.82 1.11 -0.41 -0.2749
C -2.27 1.03 -0.93 -0.0314
C -0.40 2.63 -0.35 -0.1354
N 0.10 2.95 0.96 0.0536
N 0.03 1.98 1.75 0.0748
C -0.54 0.74 1.18 -0.3028
C -1.98 0.68 1.81 -0.0043
C 0.43 -0.45 1.57 -0.3135
O 0.66 -0.83 2.65 0.1734
H -0.74 -3.19 0.62 0.0744
H -1.51 -1.84 0.14 0.0566
H -0.39 -2.71 -1.05 0.0839
H 2.32 -2.72 1.53 0.1155
H 1.99 -1.83 -2.43 0.1288
H 2.35 1.21 -0.34 0.0618
H 3.08 -0.29 0.09 0.0864
H 3.05 0.32 -1.58 0.1226
H -2.32 1.34 -1.96 0.0877
H -2.79 0.07 -0.75 0.0844
H -2.91 1.71 -0.39 0.0776
H -1.24 3.23 -0.50 0.0967
H 0.37 2.92 -1.11 0.1428
H -1.68 0.52 2.88 0.1083
H -2.32 1.69 1.63 0.0793
H -2.65 -0.08 1.39 0.0824
```

The value obtained for the energy above the lowest of the compared OMol25 structures with the same formula, charge and spin is 119.4 kcal/mol. As for the SMILES: C[C@@]12C=NN[C@@]1(C)C(=O)[C@]1(C)CN=N[C@]1(C)C2=O. The calculation puts the orbital gap at 8.763 eV. For the energy, the calculation gives -22754.185 eV.


# 7
Entry from the OMol25 dataset: C12H16N4O4Pb as an isolated structure (wB97M-V/def2-TZVPD).

XYZ file:
```
37
Properties=species:S:1:pos:R:3:lowdin_charge:R:1
Pb 0.02 0.31 -1.67 1.1564
O -0.04 4.11 -1.71 0.1691
C 0.01 2.99 -1.53 -0.0354
C 0.06 -2.37 -1.94 -0.0209
O 0.09 -3.52 -1.94 0.1597
C 2.61 0.34 -1.97 -0.0395
O 3.73 0.30 -2.22 0.1621
C -2.57 0.30 -1.97 -0.0464
O -3.69 0.33 -2.15 0.1713
C 0.00 0.99 -5.35 -0.0741
H -0.93 1.56 -5.36 0.0621
H 0.94 1.56 -5.37 0.0622
C 0.01 -0.37 -5.31 -0.0846
H 0.94 -0.94 -5.28 0.0583
H -0.92 -0.94 -5.27 0.0585
C -0.12 1.31 1.42 -0.1700
N 0.00 -0.05 0.73 -0.2345
C -1.19 -0.91 1.18 -0.1576
N -1.18 -1.06 2.64 -0.0727
C -1.27 0.28 3.24 -0.1390
N -0.12 1.14 2.89 -0.0713
C 1.13 0.46 3.28 -0.1393
N 1.26 -0.88 2.67 -0.0724
C 1.29 -0.71 1.21 -0.1588
C 0.09 -1.70 3.03 -0.1367
H -1.06 1.79 1.13 0.1249
H 0.74 1.93 1.16 0.1213
H -1.10 -1.90 0.72 0.1206
H -2.12 -0.42 0.88 0.1214
H -1.33 0.19 4.34 0.1499
H -2.19 0.76 2.87 0.1367
H 1.97 1.08 2.94 0.1370
H 1.17 0.37 4.38 0.1507
H 1.37 -1.70 0.75 0.1239
H 2.14 -0.08 0.95 0.1209
H 0.09 -1.88 4.12 0.1494
H 0.17 -2.67 2.52 0.1366
```

The value obtained for the energy above the lowest of the compared OMol25 structures with the same formula, charge and spin is 0.0 kcal/mol. The calculation puts the orbital gap at 7.349 eV. For the energy, the calculation gives -32081.880 eV. As for the charge: +2.